No. 1
C3H3BiO2 as an isolated structure in a non-equilibrium geometry. Source: the Open Molecules 2025 dataset; level of theory: ωB97M-V/def2-TZVPD.

The geometry in ORCA input format:
```
! RIJCOSX wB97M-V def2-TZVPD def2/J DEFGRID3
* xyz 3 2
C -3.384 0.174 0.148
C -2.217 -0.472 0.047
H -3.432 1.258 0.259
H -2.114 -1.499 -0.307
H -4.305 -0.366 -0.071
O -0.889 0.457 -0.191
C -0.546 -0.123 0.866
O -0.568 0.265 2.023
Bi 0.117 -0.138 3.826
*
```

The total energy comes out at -13050.1553 eV. The calculation puts the frontier orbital gap (spin up / spin down) at 5.55 / 7.85 eV. The highest occupied orbital energy (spin up / spin down) is -23.73 / -25.66 eV. Its expectation value of S² is 0.76. For the relative energy (zero: lowest compared OMol25 entry of this formula, charge and spin), the calculation gives 2.476 eV.

No. 2
C3H3BiO3 as an isolated structure in a non-equilibrium geometry. Source: the Open Molecules 2025 dataset; level of theory: ωB97M-V/def2-TZVPD.

The geometry in ORCA input format:
```
! RIJCOSX wB97M-V def2-TZVPD def2/J DEFGRID3
* xyz 2 1
O 0.391 1.597 0.948
O 1.472 0.025 -1.211
C 0.535 -0.810 -0.944
O 0.134 -1.666 -1.723
C -0.610 -0.440 0.051
H -0.739 -1.285 0.753
C -0.507 0.762 0.921
H -1.271 0.817 1.716
H -1.584 -0.378 -0.459
Bi 2.179 1.379 -0.052
*
```

The total energy comes out at -15119.2323 eV. The calculation puts the frontier orbital gap at 6.09 eV. The highest occupied orbital energy is -19.38 eV.

No. 3
A 2-piece molecular cluster, C3H3Br overall in a non-equilibrium geometry. Source: the Open Molecules 2025 dataset; level of theory: ωB97M-V/def2-TZVPD.

The geometry in ORCA input format:
```
! RIJCOSX wB97M-V def2-TZVPD def2/J DEFGRID3
* xyz 0 1
C 0.026 0.738 -0.586
C 1.747 -1.029 -0.218
C -1.011 0.117 0.184
Br 3.094 0.064 0.138
H -0.883 -0.965 0.340
H -1.640 0.369 -0.798
H -1.333 0.705 0.940
*
```

The total energy comes out at -73191.9182 eV. The calculation puts the frontier orbital gap (spin up / spin down) at 6.90 / 7.59 eV. The highest occupied orbital energy (spin up / spin down) is -7.88 / -7.89 eV. For the relative energy (zero: lowest compared OMol25 entry of this formula, charge and spin), the calculation gives 8.060 eV.

No. 4
One molecule with the formula C3H3Br in a non-equilibrium geometry. Source: the Open Molecules 2025 dataset; level of theory: ωB97M-V/def2-TZVPD.

The geometry in ORCA input format:
```
! RIJCOSX wB97M-V def2-TZVPD def2/J DEFGRID3
* xyz 0 1
C 0.010 0.254 -0.648
C -0.613 1.541 -0.104
C 0.277 -0.995 -0.012
Br -0.323 1.692 1.721
H 0.180 0.406 -1.716
H 0.293 -2.003 -0.347
H 0.177 -0.895 1.107
*
```

The total energy comes out at -73197.4416 eV. The calculation puts the frontier orbital gap (spin up / spin down) at 7.53 / 7.53 eV. The highest occupied orbital energy (spin up / spin down) is -8.97 / -8.97 eV. For the relative energy (zero: lowest compared OMol25 entry of this formula, charge and spin), the calculation gives 2.537 eV.

No. 5
A 2-piece molecular cluster, C3H3Br overall in a non-equilibrium geometry. Source: the Open Molecules 2025 dataset; level of theory: ωB97M-V/def2-TZVPD.

The geometry in ORCA input format:
```
! RIJCOSX wB97M-V def2-TZVPD def2/J DEFGRID3
* xyz 0 1
C -0.023 0.825 -0.185
C 0.458 -0.312 -0.119
C -0.927 -0.601 0.229
Br 3.540 0.091 -0.003
H -0.198 1.854 -0.612
H -1.268 -0.953 1.190
H -1.582 -0.904 -0.500
*
```

The total energy comes out at -73195.2377 eV. The calculation puts the frontier orbital gap (spin up / spin down) at 5.71 / 5.71 eV. The highest occupied orbital energy (spin up / spin down) is -8.83 / -8.82 eV. For the relative energy (zero: lowest compared OMol25 entry of this formula, charge and spin), the calculation gives 4.740 eV.